[1]
Entry from the OMol25 dataset: a 4-piece molecular cluster, C26H39BFN7O7S overall in a non-equilibrium geometry (ωB97M-V/def2-TZVPD).

Summary:
* SMILES string: CCN[C@@H](CON=O)O[C@H](B(O)OC)[C@H](F)O[C@@H](CCSc1nnco1)Cc1ccc(C)cc1.CC#N.CC#N.CC#N
* charge: 0
* frontier orbital gap: 8.54 eV
* F_max: 4.26 eV Å⁻¹

XYZ file:
```
82
Properties=species:S:1:pos:R:3:forces:R:3
C 2.05664 -1.03239 4.19690 0.2 0.0 -1.6
C 2.95930 -2.15100 3.50105 0.4 0.6 2.6
N 3.97224 -1.56830 2.59859 -0.9 0.2 -1.9
C 3.57697 -1.67390 1.16565 1.4 -0.9 2.0
C 3.86528 -3.20262 0.76555 -2.1 0.1 0.2
O 4.96790 -3.77722 1.48587 -1.5 0.0 -0.9
N 6.12199 -3.37572 0.81266 0.9 1.4 1.3
O 6.79396 -2.78857 1.58174 0.4 -0.8 -1.1
O 2.17458 -1.38023 1.07338 0.9 0.2 -1.5
C 1.84760 -0.47592 0.00214 -1.6 0.5 0.0
B 2.19876 -1.06223 -1.48196 0.3 -0.5 -0.6
O 3.54852 -1.06370 -1.95177 -1.1 -0.5 1.0
O 1.19810 -1.58708 -2.32791 0.9 1.2 0.6
C 1.16911 -0.84780 -3.56759 0.2 0.6 -1.1
C 2.39372 1.00128 0.18918 1.2 -0.9 -1.7
F 2.86904 1.28267 1.47843 -0.9 -0.2 -0.9
O 1.40599 1.89850 -0.29691 0.8 0.0 1.7
C 0.78442 2.68744 0.72692 -2.5 1.6 -0.4
C 1.55221 4.01683 1.09955 1.0 -0.3 0.5
C 2.65956 4.46609 0.06140 -0.8 0.6 0.0
S 4.30603 4.36603 0.88921 0.6 -0.7 -1.1
C 5.34742 3.17180 0.05258 3.6 -2.3 -0.2
N 6.58962 2.80704 0.50826 -2.5 1.5 0.1
N 7.13214 1.90284 -0.33393 -1.5 -1.1 -2.4
C 6.25627 1.64799 -1.32589 0.9 2.1 3.3
O 5.14997 2.44913 -1.08315 -1.4 0.1 -0.9
C -0.63438 3.12285 0.13348 0.0 -0.6 1.0
C -1.73498 2.02404 0.25685 -2.3 -1.0 -0.8
C -1.61547 0.75431 0.95556 -0.6 -0.2 -0.4
C -2.66657 -0.26643 1.02709 -0.2 2.4 -1.3
C -3.94088 -0.00875 0.36154 1.7 0.7 0.8
C -5.02420 -1.13552 0.42682 0.9 0.3 -1.1
C -4.10464 1.27762 -0.31270 0.8 0.2 0.3
C -3.04544 2.29470 -0.38599 0.4 -2.5 1.3
H 1.61618 -1.37186 5.16557 0.4 0.4 -0.8
H 1.25437 -0.74900 3.45882 0.6 -0.3 1.0
H 2.68118 -0.09966 4.31902 -0.5 -1.1 0.3
H 2.35483 -2.97858 3.05793 0.5 0.9 0.0
H 3.53746 -2.61715 4.35814 -0.5 0.2 -1.0
H 4.08943 -0.56370 2.74028 -0.2 -0.4 0.5
H 4.24894 -0.95547 0.62952 -0.8 -0.6 0.1
H 3.91486 -3.35608 -0.34425 0.4 0.1 0.9
H 2.94863 -3.76135 1.11302 1.0 0.5 -0.4
H 0.71995 -0.38914 0.00436 1.1 -0.1 0.3
H 3.82198 -1.99564 -2.02151 0.1 0.5 -0.5
H 2.16790 -0.84670 -4.09146 -1.0 -0.2 0.6
H 0.40230 -1.24266 -4.28346 0.6 0.1 1.0
H 0.91261 0.22633 -3.36066 0.1 -0.9 -0.2
H 3.28196 1.10336 -0.50252 -0.8 0.2 0.9
H 0.53021 2.11728 1.66303 0.7 0.4 -1.0
H 2.07255 3.83329 2.08394 -0.5 0.2 -1.0
H 0.87538 4.89592 1.29669 0.4 -1.2 -0.4
H 2.60534 3.96459 -0.93424 0.2 0.1 1.0
H 2.48718 5.56353 -0.13705 0.5 -1.1 0.2
H 6.30136 0.96217 -2.19036 -0.2 0.7 0.8
H -0.98002 3.98273 0.77966 0.3 -0.8 -0.8
H -0.53862 3.49224 -0.92701 0.0 -0.4 1.0
H -0.64922 0.48454 1.45716 -1.1 0.4 -0.5
H -2.45851 -1.21432 1.58389 -0.3 1.1 -0.6
H -5.16059 -1.56483 1.44850 0.0 0.7 -0.8
H -5.96256 -0.78341 -0.06067 0.6 -0.3 0.8
H -4.63135 -1.97787 -0.21822 -0.5 0.7 0.6
H -5.10206 1.49113 -0.80923 1.5 -0.3 0.7
H -3.24768 3.25671 -0.92152 0.3 -1.0 0.6
C -0.38551 -4.31263 4.12497 0.1 -0.4 0.1
C -0.70707 -2.90901 3.88332 -0.1 0.0 0.0
N -0.96032 -1.80485 3.69304 -0.1 -0.3 0.0
H -1.17507 -4.81151 4.68876 0.0 0.2 0.0
H -0.25667 -4.85914 3.18944 0.0 0.2 0.0
H 0.53942 -4.41755 4.69486 0.0 0.2 0.0
C -7.92480 -1.68467 -2.79190 -0.2 -0.4 -0.1
C -7.30298 -0.45296 -2.31655 -0.1 0.0 -0.1
N -6.81267 0.51686 -1.94381 -0.3 -0.1 -0.3
H -8.22169 -2.32930 -1.96283 0.1 0.2 0.1
H -8.81910 -1.47944 -3.38241 0.1 0.2 0.0
H -7.24425 -2.25870 -3.42241 0.1 0.2 0.1
C -7.12010 1.64855 -5.91073 0.3 0.2 -0.1
C -8.25555 0.74979 -5.72505 0.1 0.1 0.0
N -9.14810 0.04243 -5.57539 0.2 0.1 0.0
H -7.43730 2.69196 -5.93409 -0.2 -0.1 0.0
H -6.39435 1.54565 -5.10222 -0.2 -0.1 0.1
H -6.59862 1.44428 -6.84699 -0.2 -0.1 0.0
```
Forces are in eV/Å.


[2]
Entry from the OMol25 dataset: a 2-piece molecular cluster, C3H8BIO2 overall in a non-equilibrium geometry (ωB97M-V/def2-TZVPD).

Summary:
* energy above the lowest of the compared OMol25 structures with the same formula, charge and spin: 26.39 kcal/mol
* charge: 0
* frontier orbital gap (alpha / beta): 7.19 / 8.68 eV
* F_max: 3.06 eV Å⁻¹

XYZ file:
```
15
Properties=species:S:1:pos:R:3:forces:R:3
B 0.54176 -0.13111 0.79721 2.4 0.8 -1.7
C 1.02462 0.23404 -1.85356 1.5 1.9 0.9
C -2.39294 -0.57235 0.40644 0.9 1.1 -0.4
C 0.84749 -0.64662 -0.65627 -0.7 0.3 0.4
O 0.53115 1.23674 0.92245 -0.9 0.8 1.3
O 0.76970 -0.95022 1.84714 -1.2 -2.0 -1.1
I -3.40784 0.93843 1.26638 -0.8 0.5 0.6
H 0.37508 0.08722 -2.70973 -0.4 -0.3 0.0
H 0.91166 1.32310 -1.48086 0.1 -1.6 -0.9
H 2.08673 0.16119 -2.28207 -1.3 0.0 0.6
H -2.46331 -0.48389 -0.65858 -0.5 -0.7 -0.6
H -1.36110 -0.40064 0.68061 -0.2 -1.0 0.4
H 1.02683 -1.69984 -0.72560 0.1 -0.5 -0.4
H 0.32658 1.54321 1.83607 0.3 -0.2 -1.0
H 1.18358 -0.63926 2.61037 0.7 1.0 1.8
```
Forces are in eV/Å.